Molecular formula: INa
Method: DFT, ωB97M-V with the def2-TZVPD basis set

energy relative to the best compared isomer or geometry (same formula, charge and spin) = 0.00 kJ/mol
⟨S²⟩ = 0.750
total charge = -1
gap between HOMO and LUMO (alpha / beta) = 0.1085 / 0.2720 Ha
E_LUMO (alpha / beta) = 2.34 / 2.80 eV
total energy = -460.07014 Eh
multiplicity = 2

Positions of all 2 atoms, in Å:
Na: 0.63 -0.45 1.24
I: -0.63 0.45 -1.24

Now the Mulliken charges, all in e: atom 1 (Na): -0.49, atom 2 (I): -0.51